This record from OMol25 describes 13 unconnected molecules or ions with the total composition C81H180N10O17 at a distorted geometry. The level of theory is ωB97M-V/def2-TZVPD.

Each atom is followed by the atoms it is bonded to, with distances in Å.
CARTESIAN COORDINATES (ANGSTROEM)
1 C -7.5929 3.8586 1.1457  C2 1.542, H12 1.089, H13 1.090, H14 1.096
2 C -6.2523 4.2826 1.7782  C1 1.542, C3 1.544, N7 1.472, C11 1.544
3 C -6.1881 5.8054 2.0240  C2 1.544, C4 1.530, H15 1.093, H16 1.094
4 C -7.2607 6.3990 2.9392  C3 1.530, C5 1.572, H17 1.091, H18 1.090
5 C -7.1338 5.7042 4.3433  C4 1.572, C6 1.552, H19 1.090, H20 1.090
6 C -7.0034 4.1595 4.2732  C5 1.552, N7 1.477, C9 1.568, C10 1.522
7 N -6.1579 3.7318 3.1402  C2 1.472, C6 1.477, O8 1.413
8 O -5.8328 2.3569 3.1494  N7 1.413, H30 0.969
9 C -6.3714 3.8039 5.6634  C6 1.568, H21 1.093, H22 1.090, H23 1.089
10 C -8.3509 3.4525 4.2663  C6 1.522, H24 1.092, H25 1.093, H26 1.090
11 C -5.0516 3.8196 0.9248  C2 1.544, H27 1.088, H28 1.092, H29 1.091
12 H -8.4275 4.5281 1.3470  C1 1.089
13 H -7.8071 2.8143 1.3708  C1 1.090
14 H -7.5188 3.8995 0.0532  C1 1.096
15 H -5.2341 6.0437 2.5016  C3 1.093
16 H -6.1092 6.2800 1.0415  C3 1.094
17 H -8.2731 6.2676 2.5549  C4 1.091
18 H -7.0790 7.4693 3.0382  C4 1.090
19 H -8.0600 5.9668 4.8534  C5 1.090
20 H -6.2526 6.1653 4.7889  C5 1.090
21 H -5.2807 3.8316 5.5996  C9 1.093
22 H -6.5526 4.5779 6.4091  C9 1.090
23 H -6.6491 2.8164 6.0283  C9 1.089
24 H -8.8351 3.6235 5.2298  C10 1.092
25 H -8.9929 3.8615 3.4825  C10 1.093
26 H -8.3144 2.3744 4.1122  C10 1.090
27 H -5.0656 2.7429 0.7707  C11 1.088
28 H -4.0958 4.0796 1.3846  C11 1.092
29 H -5.1372 4.3644 -0.0164  C11 1.091
30 H -4.9191 2.3949 3.4707  O8 0.969
31 C -9.5921 1.1823 -0.3875  C32 1.539, H42 1.090, H43 1.092, H44 1.090
32 C -9.6007 -0.3228 -0.7107  C31 1.539, C33 1.584, N37 1.482, C41 1.523
33 C -9.8438 -0.5594 -2.2579  C32 1.584, C34 1.561, H45 1.091, H46 1.094
34 C -8.5972 -0.1516 -3.1047  C33 1.561, C35 1.511, H47 1.093, H48 1.090
35 C -7.5190 -1.0214 -2.5017  C34 1.511, C36 1.546, H49 1.096, H50 1.090
36 C -7.0893 -0.7800 -1.0358  C35 1.546, N37 1.466, C39 1.550, C40 1.550
37 N -8.3340 -0.9628 -0.2837  C32 1.482, C36 1.466, O38 1.415
38 O -8.2152 -1.1278 1.1170  N37 1.415, H60 0.970
39 C -6.0877 -1.9364 -0.7835  C36 1.550, H51 1.095, H52 1.089, H53 1.090
40 C -6.3160 0.5539 -0.8783  C36 1.550, H54 1.094, H55 1.089, H56 1.090
41 C -10.7696 -0.9809 0.0109  C32 1.523, H57 1.096, H58 1.090, H59 1.089
42 H -9.4922 1.3181 0.6897  C31 1.090
43 H -10.4927 1.6254 -0.8177  C31 1.092
44 H -8.7949 1.7570 -0.8598  C31 1.090
45 H -10.1205 -1.5805 -2.5251  C33 1.091
46 H -10.7536 -0.0042 -2.5023  C33 1.094
47 H -8.3818 0.9103 -2.9634  C34 1.093
48 H -8.5704 -0.3067 -4.1832  C34 1.090
49 H -6.6020 -0.8492 -3.0775  C35 1.096
50 H -7.7573 -2.0818 -2.5791  C35 1.090
51 H -6.4258 -2.9489 -1.0284  C39 1.095
52 H -5.2192 -1.6720 -1.3842  C39 1.089
53 H -5.9759 -2.1680 0.2762  C39 1.090
54 H -6.1822 0.8361 0.1707  C40 1.094
55 H -5.2952 0.5438 -1.2585  C40 1.089
56 H -6.8754 1.3680 -1.3397  C40 1.090
57 H -11.7387 -0.5253 -0.2234  C41 1.096
58 H -10.7111 -0.7466 1.0743  C41 1.090
59 H -10.9559 -2.0206 -0.2523  C41 1.089
60 H -7.8979 -0.2643 1.4245  O38 0.970
61 C 8.7050 -6.1544 0.6343  C62 1.553, H72 1.089, H73 1.093, H74 1.092
62 C 7.1826 -6.0360 0.9158  C61 1.553, C63 1.522, N67 1.523, C71 1.526
63 C 6.9132 -5.2008 2.1589  C62 1.522, C64 1.507, H75 1.095, H76 1.091
64 C 5.4557 -4.8554 2.3275  C63 1.507, C65 1.501, H77 1.095, H78 1.092
65 C 4.9118 -4.0691 1.1702  C64 1.501, C66 1.550, H79 1.095, H80 1.090
66 C 5.1699 -4.7663 -0.1900  C65 1.550, N67 1.472, C69 1.546, C70 1.579
67 N 6.5529 -5.2671 -0.2379  C62 1.523, C66 1.472, O68 1.410
68 O 6.7886 -5.9204 -1.4652  N67 1.410, H90 0.962
69 C 4.0521 -5.8221 -0.3508  C66 1.546, H81 1.090, H82 1.091, H83 1.096
70 C 5.0270 -3.7229 -1.3659  C66 1.579, H84 1.092, H85 1.089, H86 1.088
71 C 6.5699 -7.4314 1.0034  C62 1.526, H87 1.090, H88 1.089, H89 1.092
72 H 8.9836 -6.9131 -0.0958  C61 1.089
73 H 9.2259 -6.3909 1.5651  C61 1.093
74 H 9.1539 -5.2047 0.3355  C61 1.092
75 H 7.1641 -5.8451 3.0079  C63 1.095
76 H 7.5401 -4.3142 2.2636  C63 1.091
77 H 5.3130 -4.1845 3.1808  C64 1.095
78 H 4.8231 -5.7106 2.5735  C64 1.092
79 H 5.3985 -3.0898 1.1077  C65 1.095
80 H 3.8474 -3.8340 1.1711  C65 1.090
81 H 4.4088 -6.7736 0.0444  C69 1.090
82 H 3.0691 -5.6717 0.0979  C69 1.091
83 H 3.8049 -6.1070 -1.3799  C69 1.096
84 H 3.9974 -3.3597 -1.3817  C70 1.092
85 H 5.7081 -2.8949 -1.1768  C70 1.089
86 H 5.2246 -4.2470 -2.2983  C70 1.088
87 H 7.1690 -8.1487 1.5653  C71 1.090
88 H 6.3054 -7.7120 -0.0152  C71 1.089
89 H 5.6233 -7.4416 1.5482  C71 1.092
90 H 7.6340 -5.6076 -1.8021  O68 0.962
91 C -2.7330 2.4038 4.0931  C92 1.522, H102 1.092, H103 1.089, H104 1.100
92 C -1.7429 3.5431 4.2846  C91 1.522, C93 1.539, N97 1.455, C101 1.532
93 C -0.5547 3.1322 3.3961  C92 1.539, C94 1.529, H105 1.091, H106 1.093
94 C 0.4493 4.2625 3.1664  C93 1.529, C95 1.526, H107 1.098, H108 1.095
95 C -0.2086 5.5756 2.7522  C94 1.526, C96 1.558, H109 1.093, H110 1.088
96 C -1.4230 5.9200 3.6656  C95 1.558, N97 1.466, C99 1.556, C100 1.574
97 N -2.3274 4.7702 3.7645  C92 1.455, C96 1.466, O98 1.422
98 O -3.4085 5.1320 4.6152  N97 1.422, H120 0.966
99 C -0.8542 6.5014 4.9925  C96 1.556, H111 1.089, H112 1.089, H113 1.097
100 C -2.0944 7.1214 2.9024  C96 1.574, H114 1.087, H115 1.093, H116 1.089
101 C -1.2381 3.5197 5.7304  C92 1.532, H117 1.091, H118 1.090, H119 1.089
102 H -3.7105 2.6272 4.5246  C91 1.092
103 H -2.4124 1.3708 4.2178  C91 1.089
104 H -3.0546 2.3808 3.0414  C91 1.100
105 H -0.0055 2.2959 3.8305  C93 1.091
106 H -0.8735 2.8300 2.3956  C93 1.093
107 H 1.0648 3.9463 2.3144  C94 1.098
108 H 1.2424 4.2277 3.9201  C94 1.095
109 H -0.6953 5.3579 1.7984  C95 1.093
110 H 0.5383 6.3642 2.6966  C95 1.088
111 H -1.6212 6.7930 5.7082  C99 1.089
112 H 0.0731 6.0945 5.3925  C99 1.089
113 H -0.4703 7.4771 4.6710  C99 1.097
114 H -1.3631 7.9168 2.7873  C100 1.087
115 H -2.3245 6.7204 1.9118  C100 1.093
116 H -3.0485 7.4386 3.3216  C100 1.089
117 H -1.0346 2.4977 6.0542  C101 1.091
118 H -2.0329 3.9941 6.3067  C101 1.090
119 H -0.2475 3.9619 5.8307  C101 1.089
120 H -4.1764 5.1719 4.0298  O98 0.966
121 C 6.2206 1.6146 4.4908  C122 1.538, H132 1.089, H133 1.092, H134 1.093
122 C 4.8569 2.2826 4.7376  C121 1.538, C123 1.527, N127 1.476, C131 1.543
123 C 4.1857 2.5893 3.4007  C122 1.527, C124 1.537, H135 1.093, H136 1.093
124 C 3.4759 1.3877 2.7558  C123 1.537, C125 1.518, H137 1.095, H138 1.094
125 C 2.5048 0.7668 3.7440  C124 1.518, C126 1.511, H139 1.094, H140 1.091
126 C 3.1120 0.3496 5.0630  C125 1.511, N127 1.466, C129 1.548, C130 1.569
127 N 3.9485 1.4500 5.5504  C122 1.476, C126 1.466, O128 1.403
128 O 4.3170 1.3662 6.9018  N127 1.403, H150 0.964
129 C 1.9314 0.2471 6.0587  C126 1.548, H141 1.095, H142 1.092, H143 1.091
130 C 3.8342 -1.0404 4.9680  C126 1.569, H144 1.089, H145 1.093, H146 1.094
131 C 5.1310 3.6460 5.4050  C122 1.543, H147 1.091, H148 1.093, H149 1.091
132 H 7.0408 2.2024 4.0813  C121 1.089
133 H 6.0011 0.7435 3.8699  C121 1.092
134 H 6.5873 1.2758 5.4635  C121 1.093
135 H 3.4624 3.4038 3.4851  C123 1.093
136 H 4.9174 2.9645 2.6812  C123 1.093
137 H 4.1319 0.6245 2.3251  C124 1.095
138 H 2.8613 1.5797 1.8710  C124 1.094
139 H 2.1249 -0.1485 3.2795  C125 1.094
140 H 1.6430 1.4151 3.9120  C125 1.091
141 H 1.5271 1.2289 6.3274  C129 1.095
142 H 1.0588 -0.2733 5.6593  C129 1.092
143 H 2.1750 -0.1696 7.0371  C129 1.091
144 H 4.4995 -1.2518 5.8042  C130 1.089
145 H 3.1765 -1.9062 4.8594  C130 1.093
146 H 4.4105 -1.0926 4.0394  C130 1.094
147 H 5.3063 3.5265 6.4752  C131 1.091
148 H 4.3255 4.3750 5.2846  C131 1.093
149 H 5.9956 4.1875 5.0189  C131 1.091
150 H 3.7059 2.0303 7.2415  O128 0.964
151 C 1.6541 -1.6283 0.6352  C152 1.536, H162 1.089, H163 1.093, H164 1.091
152 C 0.7858 -0.7613 -0.2888  C151 1.536, C153 1.530, N157 1.448, C161 1.550
153 C 0.5215 -1.6932 -1.4731  C152 1.530, C154 1.529, H165 1.088, H166 1.094
154 C -0.4757 -1.1425 -2.4937  C153 1.529, C155 1.556, H167 1.088, H168 1.093
155 C -1.7513 -0.7660 -1.6866  C154 1.556, C156 1.541, H169 1.103, H170 1.093
156 C -1.6014 0.0661 -0.3987  C155 1.541, N157 1.456, C159 1.554, C160 1.544
157 N -0.4366 -0.3508 0.3695  C152 1.448, C156 1.456, O158 1.391
158 O -0.2424 0.2489 1.6093  N157 1.391, H180 0.965
159 C -1.4317 1.5369 -0.8714  C156 1.554, H171 1.092, H172 1.096, H173 1.095
160 C -2.8237 0.0387 0.5447  C156 1.544, H174 1.094, H175 1.089, H176 1.088
161 C 1.6514 0.4543 -0.7066  C152 1.550, H177 1.092, H178 1.092, H179 1.096
162 H 2.3658 -2.2496 0.0927  C151 1.089
163 H 0.9759 -2.3183 1.1431  C151 1.093
164 H 2.1706 -0.9684 1.3335  C151 1.091
165 H 1.4001 -1.9907 -2.0420  C153 1.088
166 H 0.0029 -2.5724 -1.0803  C153 1.094
167 H -0.7193 -1.9026 -3.2330  C154 1.088
168 H -0.1627 -0.1800 -2.9050  C154 1.093
169 H -2.1937 -1.6901 -1.2769  C155 1.103
170 H -2.6656 -0.5167 -2.2317  C155 1.093
171 H -2.2882 2.2086 -0.9586  C159 1.092
172 H -0.7279 2.0743 -0.2252  C159 1.096
173 H -0.8915 1.6573 -1.8164  C159 1.095
174 H -2.6261 -0.8587 1.1379  C160 1.094
175 H -2.7916 0.8830 1.2312  C160 1.089
176 H -3.7703 -0.0701 0.0197  C160 1.088
177 H 1.8583 1.1388 0.1189  C161 1.092
178 H 1.2505 1.0313 -1.5421  C161 1.092
179 H 2.6502 0.1784 -1.0621  C161 1.096
180 H -0.7493 -0.2820 2.2354  O158 0.965
181 C 2.9593 -0.1109 -9.3888  C182 1.540, H192 1.088, H193 1.091, H194 1.095
182 C 3.8914 0.4739 -8.3109  C181 1.540, C183 1.522, N187 1.479, C191 1.536
183 C 3.6831 1.9808 -8.2569  C182 1.522, C184 1.538, H195 1.093, H196 1.092
184 C 2.4282 2.4767 -7.5179  C183 1.538, C185 1.503, H197 1.095, H198 1.092
185 C 2.3251 1.8924 -6.1369  C184 1.503, C186 1.561, H199 1.093, H200 1.089
186 C 2.4386 0.3362 -6.1745  C185 1.561, N187 1.480, C189 1.572, C190 1.508
187 N 3.6375 -0.0502 -6.9517  C182 1.479, C186 1.480, O188 1.403
188 O 4.0577 -1.3858 -6.8568  N187 1.403, H210 0.972
189 C 2.6500 -0.1787 -4.7040  C186 1.572, H201 1.090, H202 1.091, H203 1.089
190 C 1.2114 -0.3436 -6.7276  C186 1.508, H204 1.095, H205 1.098, H206 1.093
191 C 5.3254 0.1470 -8.7545  C182 1.536, H207 1.089, H208 1.096, H209 1.092
192 H 3.4016 -0.2207 -10.3768  C181 1.088
193 H 2.0159 0.4343 -9.4478  C181 1.091
194 H 2.6503 -1.1100 -9.0645  C181 1.095
195 H 4.5640 2.3896 -7.7543  C183 1.093
196 H 3.5512 2.4359 -9.2402  C183 1.092
197 H 1.5551 2.2583 -8.1413  C184 1.095
198 H 2.4243 3.5686 -7.5492  C184 1.092
199 H 1.3212 2.1182 -5.7669  C185 1.093
200 H 3.0370 2.3580 -5.4575  C185 1.089
201 H 2.4974 -1.2571 -4.7378  C189 1.090
202 H 3.6871 -0.0463 -4.3920  C189 1.091
203 H 1.9874 0.2831 -3.9737  C189 1.089
204 H 1.3122 -1.3315 -7.1887  C190 1.095
205 H 0.4929 -0.6730 -5.9661  C190 1.098
206 H 0.5905 0.2235 -7.4255  C190 1.093
207 H 5.4634 -0.9171 -8.9379  C191 1.089
208 H 6.0275 0.4617 -7.9745  C191 1.096
209 H 5.7892 0.6992 -9.5751  C191 1.092
210 H 3.5398 -1.8989 -7.4997  O188 0.972
211 C 5.9111 2.2443 -4.6692  C212 1.542, H222 1.084, H223 1.090, H224 1.096
212 C 6.2292 2.6573 -3.2177  C211 1.542, C213 1.540, N217 1.487, C221 1.554
213 C 4.9922 3.3217 -2.5839  C212 1.540, C214 1.520, H225 1.097, H226 1.092
214 C 5.1084 3.6498 -1.1040  C213 1.520, C215 1.537, H227 1.092, H228 1.089
215 C 5.1148 2.2864 -0.3946  C214 1.537, C216 1.567, H229 1.090, H230 1.092
216 C 6.2772 1.3793 -0.9248  C215 1.567, N217 1.510, C219 1.606, C220 1.547
217 N 6.2212 1.3941 -2.4339  C212 1.487, C216 1.510, O218 1.411
218 O 7.1396 0.4650 -2.9667  N217 1.411, H240 0.971
219 C 7.6954 1.9459 -0.4286  C216 1.606, H231 1.087, H232 1.089, H233 1.090
220 C 6.0756 -0.0547 -0.3803  C216 1.547, H234 1.089, H235 1.091, H236 1.092
221 C 7.4433 3.6116 -3.0480  C212 1.554, H237 1.094, H238 1.093, H239 1.087
222 H 4.9302 1.8193 -4.8486  C211 1.084
223 H 6.7381 1.6777 -5.0961  C211 1.090
224 H 6.0097 3.1672 -5.2529  C211 1.096
225 H 4.7302 4.2461 -3.1127  C213 1.097
226 H 4.1081 2.7019 -2.7472  C213 1.092
227 H 4.2073 4.1801 -0.7886  C214 1.092
228 H 5.9505 4.2749 -0.8125  C214 1.089
229 H 4.1615 1.7750 -0.5244  C215 1.090
230 H 5.3036 2.5429 0.6499  C215 1.092
231 H 7.7278 3.0323 -0.4316  C219 1.087
232 H 7.9019 1.5422 0.5615  C219 1.089
233 H 8.4656 1.6067 -1.1221  C219 1.090
234 H 5.2542 -0.5826 -0.8618  C220 1.089
235 H 6.9517 -0.6974 -0.4779  C220 1.091
236 H 5.9590 0.1424 0.6873  C220 1.092
237 H 7.4814 4.2854 -3.9093  C221 1.094
238 H 8.4172 3.1181 -3.0910  C221 1.093
239 H 7.4588 4.3020 -2.2081  C221 1.087
240 H 8.0000 0.8076 -2.6760  O218 0.971
241 C 1.9861 -4.0169 -5.4065  C242 1.531, O244 1.435, H245 1.093, H246 1.095
242 C 2.0124 -4.0391 -3.8758  C241 1.531, O243 1.404, H247 1.092, H248 1.093
243 O 0.8612 -4.6055 -3.3060  C242 1.404, H249 0.957
244 O 1.7793 -5.3409 -5.9190  C241 1.435, H250 0.962
245 H 2.8972 -3.5019 -5.7227  C241 1.093
246 H 1.1476 -3.4114 -5.7653  C241 1.095
247 H 2.1784 -2.9968 -3.5971  C242 1.092
248 H 2.9042 -4.5812 -3.5521  C242 1.093
249 H 1.0431 -5.4270 -2.8507  O243 0.957
250 H 1.9764 -5.2908 -6.8592  O244 0.962
251 C -1.2434 -3.0683 3.8345  C252 1.527, O254 1.430, H255 1.092, H256 1.092
252 C -1.7951 -3.8732 5.0095  C251 1.527, O253 1.431, H257 1.090, H258 1.092
253 O -1.2607 -3.3033 6.2089  C252 1.431, H259 0.961
254 O -1.7782 -1.7449 3.7462  C251 1.430, H260 0.964
255 H -1.5039 -3.6040 2.9194  C251 1.092
256 H -0.1588 -3.1006 3.9587  C251 1.092
257 H -1.4302 -4.8956 4.9058  C252 1.090
258 H -2.8839 -3.9412 5.0548  C252 1.092
259 H -1.7475 -2.5029 6.4222  O253 0.961
260 H -1.6707 -1.3789 4.6313  O254 0.964
261 C -3.8876 -2.6953 -6.0375  C262 1.537, O264 1.411, H265 1.095, H266 1.094
262 C -3.0334 -2.6277 -4.7617  C261 1.537, O263 1.403, H267 1.097, H268 1.100
263 O -3.6534 -2.8016 -3.5150  C262 1.403, H269 0.963
264 O -4.3396 -3.9873 -6.3822  C261 1.411, H270 0.961
265 H -3.3764 -2.2212 -6.8815  C261 1.095
266 H -4.7202 -1.9996 -5.8953  C261 1.094
267 H -2.5411 -1.6484 -4.7306  C262 1.097
268 H -2.0741 -3.1638 -4.8196  C262 1.100
269 H -4.1042 -3.6524 -3.5024  O263 0.963
270 H -3.8205 -4.6234 -5.8826  O264 0.961
271 C -0.5007 -7.6338 -0.0061  C272 1.519, O274 1.435, H275 1.091, H276 1.095
272 C -1.5816 -6.7670 0.6163  C271 1.519, O273 1.433, H277 1.095, H278 1.088
273 O -1.6366 -5.4270 0.1106  C272 1.433, H279 0.965
274 O 0.7748 -6.9816 0.0789  C271 1.435, H280 0.959
275 H -0.5723 -7.9770 -1.0389  C271 1.091
276 H -0.4057 -8.4918 0.6683  C271 1.095
277 H -1.3222 -6.6173 1.6694  C272 1.095
278 H -2.5995 -7.1518 0.6001  C272 1.088
279 H -0.7409 -5.1769 -0.1480  O273 0.965
280 H 1.2086 -7.2103 -0.7452  O274 0.959
281 C -4.8058 -4.3472 1.7227  O282 1.234, N283 1.336, N284 1.346
282 O -5.4062 -4.4989 2.7897  C281 1.234
283 N -4.8517 -5.2497 0.7391  C281 1.336, H285 1.006, H286 1.011
284 N -4.0971 -3.2333 1.4631  C281 1.346, H287 1.007, H288 1.008
285 H -5.0578 -6.2025 0.9895  N283 1.006
286 H -4.1360 -5.1876 0.0283  N283 1.011
287 H -3.4033 -3.1699 0.7363  N284 1.007
288 H -3.9444 -2.6485 2.2701  N284 1.008

## Properties
HOMO level ... -7.82 eV
DFT total energy ... -5020.3588 hartree
Kohn-Sham gap ... 7.94 eV